Entry 1:
This record from the OMol25 dataset describes a cluster of 2 separate species, C6H9N in total at a distorted geometry. The level of theory is ωB97M-V with the def2-TZVPD basis set.

Atoms and positions in Å:
N -2.5960 -1.1199 -1.4752
C 0.1738 -0.2012 -0.4794
C -1.1287 -0.0292 -0.2726
C 2.9034 0.6359 2.3847
C 1.1075 0.0766 0.5260
C -2.0076 0.2158 -1.4030
C 1.9312 0.3361 1.3747
H -1.4292 -2.1004 -1.0063
H 0.5689 -0.1931 -1.5007
H 3.9192 0.4731 2.0160
H 2.7427 0.0053 3.2619
H -1.6047 -0.0547 0.7068
H -1.4144 0.4317 -2.2934
H -3.3415 -1.1699 -0.7689
H 2.8126 1.6757 2.7030
H -2.7321 1.0192 -1.2149

Cartesian forces (eV/Å) of the 6 atoms listed first:
N 1.13 -3.28 -0.23
C 0.35 1.14 -0.38
C 0.81 1.73 0.66
C 0.47 0.25 0.58
C 1.57 -0.64 1.64
C 0.35 -1.31 0.21

Calculated values
* maximum force: 5.36 eV/Å
* HOMO-LUMO gap: 8.208 eV
* charge: 0
* energy above the lowest of the compared OMol25 structures with the same formula, charge and spin: 571.0 kJ/mol
* LUMO level: 0.4561 eV

***

Entry 2:
This record from the OMol25 dataset describes the molecule C6H9N. The level of theory is ωB97M-V with the def2-TZVPD basis set.

Atoms and positions in Å:
N -1.6131 -0.1683 -0.0549
C 0.8519 -0.3814 -0.3368
C -1.5250 0.9226 0.7257
C -0.4753 -0.8847 -0.6847
C 3.3604 0.4148 0.1061
C 1.9859 -0.0246 -0.1396
C -2.8466 -0.4563 -0.4815
H -0.9297 0.9602 1.6272
H -3.0101 -0.6958 -1.5257
H -2.1445 1.7528 0.4232
H -3.6659 -0.3034 0.2050
H 3.7890 0.8893 -0.7829
H 3.3915 1.1402 0.9248
H 3.9982 -0.4321 0.3793
H -0.6396 -0.7378 -1.7609
H -0.5506 -1.9609 -0.4958

Cartesian forces (eV/Å) of the 6 atoms listed first:
N -0.15 0.19 -0.17
C 0.48 0.16 0.11
C 0.17 0.17 0.18
C 0.02 -0.03 -0.08
C 0.06 0.01 0.02
C -0.51 -0.15 -0.05

Calculated values
* maximum force: 0.54 eV/Å
* HOMO-LUMO gap (alpha / beta): 7.802 / 7.857 eV
* charge: 0
* energy above the lowest of the compared OMol25 structures with the same formula, charge and spin: 483.0 kJ/mol
* LUMO level (alpha / beta): 0.8021 / 0.8168 eV

***

Entry 3:
This record from the OMol25 dataset describes a structure of composition C6H9N at a distorted geometry. The level of theory is ωB97M-V with the def2-TZVPD basis set.

Atoms and positions in Å:
N 2.7925 -0.4126 -0.3002
C 1.6347 -0.9483 0.4452
C -0.5220 0.5671 -0.5246
C 0.8986 0.3632 0.0193
C -0.1265 1.2351 0.8146
C 2.1820 0.6703 -0.5859
C -1.2689 -0.6874 -0.4338
H -0.7763 1.1120 -1.3381
H -2.2748 -0.4245 -0.1862
H -0.6559 0.7796 1.6603
H -0.8328 -1.2966 0.3570
H 1.1775 -1.9602 0.1606
H -1.4012 -1.1944 -1.3481
H 1.6790 -1.1211 1.5918
H 2.5130 1.3240 -1.4136
H -0.3046 2.3658 0.6547

Cartesian forces (eV/Å) of the 6 atoms listed first:
N 0.98 -0.90 0.34
C -1.92 -0.89 2.04
C 2.47 -2.13 3.35
C -1.93 1.58 0.61
C -1.22 0.62 -2.12
C 0.39 -0.05 -1.72

Calculated values
* maximum force: 4.67 eV/Å
* HOMO-LUMO gap: 10.344 eV
* charge: 0
* energy above the lowest of the compared OMol25 structures with the same formula, charge and spin: 358.3 kJ/mol
* LUMO level: 0.9855 eV